Record 1
A 11-piece molecular cluster, C33H47Cl9F18N2O14 overall at a distorted geometry, computed with ωB97M-V/def2-TZVPD.

Geometry as XYZ:
```
123
Properties=species:S:1:pos:R:3
H -9.968 0.858 -21.958
Cl -6.222 5.033 -21.619
N -10.049 -5.018 -25.003
H -9.520 -5.902 -23.206
H -11.192 -0.333 -23.709
C -14.549 -0.769 -18.925
C -11.256 -1.875 -20.335
H -19.504 1.400 -19.627
H -11.266 -5.910 -23.548
O -11.887 1.709 -22.175
C -13.470 2.874 -20.894
H -14.150 -0.200 -18.084
F -2.807 -1.485 -20.448
C -9.994 -6.158 -25.892
H -14.970 0.250 -23.432
H -12.705 -2.442 -23.020
F -15.452 7.814 -18.780
O -5.751 -1.457 -20.538
H -9.203 -6.850 -25.599
F -13.809 7.054 -20.001
O -17.377 -1.400 -21.868
H -13.986 10.175 -23.871
H -7.390 -0.214 -20.654
C -10.572 1.398 -22.683
O -5.057 0.654 -20.519
C -18.303 -0.783 -21.380
H -9.676 0.506 -24.256
F -3.994 -2.095 -18.741
C -14.872 9.544 -23.970
F -11.245 3.873 -13.934
H -15.502 -3.721 -23.318
C -14.635 8.080 -19.806
O -12.330 5.613 -16.734
O -16.181 -5.370 -21.808
H -14.560 8.548 -24.276
O -12.222 0.251 -19.762
H -16.460 -1.330 -18.075
F -3.114 -0.143 -18.762
F -13.252 4.018 -14.656
F -10.861 -1.383 -21.522
H -10.113 2.352 -22.939
H -10.488 -4.436 -23.004
H -14.793 -0.047 -19.706
C -4.927 -0.487 -20.223
H -7.724 -1.825 -20.802
F -13.957 9.178 -19.472
C -9.921 4.720 -17.668
C -6.992 -1.099 -21.161
H -8.982 4.204 -17.864
H -16.671 9.003 -23.048
C -6.692 3.334 -21.671
C -15.485 8.283 -21.069
H -19.258 -1.275 -21.137
C -10.731 0.606 -23.990
F -11.665 -3.120 -20.511
N -18.316 0.535 -21.100
H -15.842 -2.434 -19.429
C -10.348 -5.318 -23.618
C -11.028 7.014 -22.306
H -9.858 -3.684 -26.522
H -17.212 2.336 -21.498
C -15.613 -1.774 -18.594
H -11.147 6.192 -21.614
F -13.473 -5.472 -19.639
Cl -7.881 3.027 -20.386
H -6.963 -2.079 -23.035
H -10.965 -6.657 -25.799
H -16.915 1.542 -20.003
H -10.471 6.857 -17.610
C -15.883 9.732 -22.863
H -14.019 -4.389 -23.969
Cl -10.795 8.566 -21.464
C -12.025 2.785 -21.449
H -9.363 6.403 -18.835
O -14.198 -4.400 -21.852
O -11.207 3.616 -21.212
C -19.542 1.209 -20.704
H -19.642 2.137 -21.265
F -12.238 5.820 -13.986
H -16.275 0.873 -21.549
C -9.615 6.208 -17.790
O -10.000 -2.776 -24.709
O -16.189 7.456 -21.520
H -8.844 6.576 -17.113
Cl -15.352 2.514 -23.999
Cl -14.246 0.459 -25.662
F -14.042 4.018 -21.223
H -15.234 -2.510 -17.873
H -14.188 -1.951 -22.248
O -13.467 -1.551 -19.512
O -10.503 4.366 -16.412
Cl -7.365 2.936 -23.246
F -13.333 2.845 -19.564
F -14.770 -7.149 -19.995
H -16.268 10.745 -22.825
C -15.084 -5.265 -21.364
H -14.210 -1.852 -23.947
C -3.683 -1.060 -19.530
Cl -9.511 6.673 -23.205
H -5.877 2.682 -21.383
H -10.486 4.421 -18.556
H -15.285 9.916 -24.920
H -9.887 -5.929 -26.950
C -6.941 -1.052 -22.675
C -9.953 -3.742 -25.427
H -11.229 1.264 -24.695
Cl -16.987 0.327 -24.777
H -20.432 0.622 -20.923
C -12.070 4.671 -14.629
F -15.573 -5.375 -19.070
C -14.711 -5.810 -19.979
H -7.711 -0.413 -23.093
F -10.201 -1.851 -19.527
F -14.213 1.873 -21.323
C -11.631 4.929 -16.076
H -5.960 -0.673 -22.972
C -15.375 0.758 -24.299
C -14.434 -3.823 -23.127
Cl -12.300 7.063 -23.511
C -13.784 -2.449 -23.144
C -12.347 -0.931 -19.787
O -15.271 9.470 -21.593
C -17.120 1.339 -21.062
```

* HOMO-LUMO gap: 9.9 eV
* SMILES: CCOC(=O)C(F)(F)F.CCOC(=O)C(F)(F)F.CCOC(=O)C(F)(F)F.CCOC(=O)C(F)(F)F.CCOC(=O)C(F)(F)F.CCOC(=O)C(F)(F)F.ClC(Cl)Cl.ClC(Cl)Cl.ClC(Cl)Cl.CN(C)C=O.CN(C)C=O
* total charge: 0

Record 2
C39H43As2ClSi2V as an isolated structure at a distorted geometry, computed with ωB97M-V/def2-TZVPD.

Geometry as XYZ:
```
88
Properties=species:S:1:pos:R:3
H 0.369 -3.196 0.617
C -3.224 2.957 -1.500
C 1.020 1.514 5.757
H -1.078 3.090 -5.324
H -0.507 -5.280 -0.336
H 2.763 -2.529 5.606
C -1.194 1.666 -1.489
C 1.799 -1.705 -6.141
H 0.042 3.896 3.079
C -0.471 -3.154 -0.064
V -0.610 -0.536 2.974
C -2.602 -3.084 -1.826
C 0.437 -4.054 -6.826
C -1.572 1.023 -0.308
C -0.963 -4.334 -0.601
C 2.131 2.192 -7.259
C -0.082 -2.818 -7.186
H 1.005 -2.431 5.932
C -2.035 -4.303 -1.484
C -1.858 -0.975 4.833
C -3.623 2.326 -0.331
H -3.342 -1.006 1.851
H 0.510 3.182 7.070
Si 2.718 -0.133 -5.708
H 3.766 -0.467 6.320
H -2.425 -5.223 -1.902
C -1.423 3.230 5.401
C -0.176 2.841 -5.867
C -2.005 2.624 -2.077
H 4.031 -0.055 -6.403
C 0.555 1.716 -5.517
H -3.178 0.607 3.990
H -2.305 3.546 4.808
H 2.036 -5.084 -5.835
As -0.490 1.779 4.432
C 1.769 -2.421 5.129
H -0.091 -4.962 -7.090
H 2.936 -0.439 1.922
H -0.780 -2.919 4.770
H -1.016 -2.760 -7.731
C 2.303 -2.957 -5.783
C -2.097 -1.906 -1.292
C 2.255 2.205 7.754
C 1.187 2.373 6.864
C -2.692 -0.348 3.876
H 2.988 -0.154 -4.245
C 0.593 -1.656 -6.846
H -1.262 2.926 2.280
Cl 1.464 0.076 -0.369
C 2.882 0.169 2.844
H -4.572 2.579 0.125
H 1.619 -3.268 4.428
H -3.113 0.896 1.177
As 1.698 -0.719 4.135
H -1.600 -0.586 5.804
H -3.431 -3.049 -2.522
H 3.026 1.946 -7.817
H 4.011 1.064 8.243
C 1.403 3.319 -7.613
C 1.723 1.373 -6.204
H -1.689 3.113 -2.990
C 3.046 0.328 6.466
H 2.361 2.872 8.601
C 1.630 -4.123 -6.123
H -0.323 4.523 -7.192
H -2.538 -0.963 -1.589
H 0.466 2.411 2.140
H -0.765 4.111 5.534
H 1.734 3.941 -8.435
H 0.205 1.091 -4.704
H -0.246 1.416 -1.949
C -2.801 1.372 0.255
C -2.777 -1.193 2.747
H 0.169 -0.698 -7.123
C 3.186 1.189 7.553
H 3.898 0.254 3.280
C 1.969 0.485 5.587
C -1.995 -2.345 3.001
H 2.495 1.182 2.615
C -1.430 -2.208 4.288
C 0.248 3.646 -6.916
H -1.779 2.853 6.383
C -0.287 2.872 2.808
Si -0.510 -0.329 0.502
H -1.839 -3.159 2.314
H 3.230 -3.026 -5.227
H -3.859 3.704 -1.960
C -1.023 -1.915 -0.398
```

* 2S+1: 2
* HOMO-LUMO gap (alpha / beta): 3.4 / 4.6 eV
* ⟨S²⟩: 1.096
* total charge: +2

Record 3
One molecule with the formula C3H4S2 at a distorted geometry, computed with ωB97M-V/def2-TZVPD.

Geometry as XYZ:
```
9
Properties=species:S:1:pos:R:3
H 1.863 -2.337 -0.198
C -0.955 1.591 -0.113
S 1.087 -0.009 0.081
H -1.981 2.098 0.000
C -0.710 0.321 -0.014
C 1.059 -1.625 -0.109
H -0.110 2.272 0.051
H 0.045 -1.954 -0.045
S -1.920 -0.942 0.036
```

* HOMO-LUMO gap (alpha / beta): 5.8 / 5.8 eV
* energy relative to the best compared isomer or geometry (same formula, charge and spin): 258.0 kJ/mol
* total charge: 0

Record 4
C5H10N2O as an isolated structure at a distorted geometry, computed with ωB97M-V/def2-TZVPD.

Geometry as XYZ:
```
18
Properties=species:S:1:pos:R:3
C 0.328 0.679 -0.065
C -0.874 1.534 0.299
H 1.993 0.626 1.320
C 1.737 1.023 0.334
H 1.865 2.105 0.413
H -1.818 -0.740 -1.448
H 2.457 0.646 -0.398
N 0.332 -1.507 1.000
H -1.396 0.070 0.710
H 0.389 -2.483 0.738
H -1.629 -2.238 -0.583
H 0.709 -1.094 1.844
H -0.865 1.177 -1.772
C -1.075 -1.376 -0.965
H -0.356 -1.730 -1.712
N -0.333 1.576 -1.005
O -1.125 2.380 1.150
C -0.338 -0.648 0.139
```

* HOMO-LUMO gap: 8.4 eV
* energy relative to the best compared isomer or geometry (same formula, charge and spin): 456.3 kJ/mol
* total charge: 0

Record 5
C23H13Cl5N2O4ScSe2 as an isolated structure at a distorted geometry, computed with ωB97M-V/def2-TZVPD.

Geometry as XYZ:
```
50
Properties=species:S:1:pos:R:3
C 3.323 -5.845 -0.188
Cl 3.734 3.677 -1.312
C -0.114 2.034 -0.088
C 0.888 2.432 -1.861
H -5.859 -2.984 1.059
C -1.393 4.205 -0.329
C 1.784 4.379 0.477
H -0.335 5.692 -1.503
C 1.749 -3.553 -0.010
C 1.450 -4.567 -0.929
H 4.508 -4.966 1.362
C -4.930 -2.444 0.938
C -0.107 4.761 -0.992
C 0.857 -2.387 0.027
C 0.978 3.972 -1.784
H 1.971 -6.476 -1.740
H 1.229 4.457 -2.721
Se -2.600 2.270 1.468
N -0.426 1.899 -1.582
H 1.454 1.986 -2.676
O -0.080 -2.268 -0.830
H -1.237 4.760 1.974
N -2.554 -1.053 0.612
Cl 0.660 6.726 0.856
Cl -2.958 4.600 -0.945
C -3.728 -0.482 0.317
Sc -0.506 -0.281 -0.070
C -3.721 -3.029 1.278
C -2.560 -2.304 1.098
O 0.964 -1.460 0.909
H 0.588 -4.424 -1.567
Cl 2.519 1.258 0.422
C -0.792 4.399 1.057
H -3.672 -4.034 1.671
C 2.869 -3.700 0.822
C 0.438 5.014 0.430
C -1.070 3.009 0.506
Se -3.709 1.321 -0.350
Cl 2.731 4.253 1.840
C 2.121 3.881 -0.774
C -4.935 -1.142 0.459
H -1.596 -2.735 1.339
H 3.941 -6.731 -0.246
H 3.979 -2.991 2.187
H -5.857 -0.633 0.217
C 2.218 -5.705 -1.025
C 1.340 2.276 -0.365
C 3.643 -4.855 0.718
O 3.192 -2.725 1.699
O -0.389 0.514 -1.854
```

* HOMO-LUMO gap: 6.8 eV
* energy relative to the best compared isomer or geometry (same formula, charge and spin): 859.6 kJ/mol
* total charge: +1

Record 6
C19H17IN5O4Ru as an isolated structure, computed with ωB97M-V/def2-TZVPD.

Geometry as XYZ:
```
47
Properties=species:S:1:pos:R:3
C 2.198 -3.285 3.346
H 3.776 -0.739 -0.019
N -2.567 -2.363 -1.215
Ru 1.056 -0.923 -0.198
H 2.475 -4.311 3.540
I 2.841 -2.622 -1.704
C -0.310 2.907 -2.820
O 0.483 4.654 0.307
C -3.066 -2.277 1.109
H -0.934 6.111 -3.679
H -1.002 3.816 -4.633
C -1.727 -1.761 1.402
C 1.552 -1.103 4.113
C 0.120 4.387 -0.964
C -1.308 -1.898 -0.975
H -2.983 -1.712 -3.174
C 0.100 3.090 -1.498
O 0.560 0.749 -1.299
H 1.278 -0.399 4.887
H -2.263 -3.319 -3.060
C 1.876 -2.387 4.403
N 1.842 -1.543 1.748
H -3.956 -3.076 -2.580
C 2.151 -2.829 2.067
C -0.648 5.260 -3.072
C -0.250 5.465 -1.766
H -4.407 -2.918 -0.408
O -0.485 -1.729 -1.901
H -3.746 -2.426 1.932
C 1.194 0.627 2.370
N 0.801 2.060 0.556
C -3.426 -2.543 -0.149
N 1.193 0.856 1.061
H 2.375 -3.482 1.233
C 1.545 -0.665 2.767
H 3.186 0.047 -1.555
C -0.686 3.976 -3.611
H -0.219 6.456 -1.331
N -0.905 -1.608 0.282
C 3.006 -0.687 -0.777
H 1.874 -2.732 5.429
H 0.661 3.795 0.748
O -1.347 -1.480 2.520
C 0.506 1.913 -0.702
H 0.865 1.383 3.072
C -2.964 -2.632 -2.593
H -0.317 1.898 -3.211
```

* 2S+1: 6
* HOMO-LUMO gap (alpha / beta): 5.6 / 5.9 eV
* energy relative to the best compared isomer or geometry (same formula, charge and spin): 7.9 kJ/mol
* ⟨S²⟩: 8.787
* total charge: 0